[1]
The following is a quantum chemistry calculation of 2 unconnected molecules or ions with the total composition C2H5Cl4N2OP in a non-equilibrium geometry, from the Open Molecules 2025 dataset.

## Properties
Strongest force on any atom in eV/Å: 3.15
E_tot in eV: -66558.7603
Charge: 0

CARTESIAN COORDINATES (ANGSTROEM)
H 1.921 -0.223 -0.304
Cl -1.566 -2.725 -2.538
O -0.338 -2.002 1.794
N 0.050 1.779 0.536
N 0.510 0.573 0.967
Cl 0.158 -0.370 -2.460
Cl -2.637 -0.002 -2.954
H 2.587 0.878 1.028
C -1.359 -1.054 -2.337
H 0.715 2.501 0.206
H 2.012 -0.755 1.415
C 1.795 0.104 0.739
Cl -2.231 0.160 1.926
H -0.808 2.021 1.032
P -0.808 -0.885 0.951

Forces on atoms 1 to 2 (eV/Å):
H 0.29 0.13 0.22
Cl 0.07 0.06 -0.01

***

[2]
The following is a quantum chemistry calculation of a molecular structure, C2H5ClCsGa in a non-equilibrium geometry, from the Open Molecules 2025 dataset.

## Properties
Strongest force on any atom in eV/Å: 5.12
E_tot in eV: -67598.7978
Charge: 0

CARTESIAN COORDINATES (ANGSTROEM)
H -2.338 -0.335 -0.163
Ga 0.710 -0.518 0.332
H -0.059 -1.055 1.603
Cs 2.512 2.378 3.334
Cl 2.022 1.378 1.100
H -0.131 0.793 -1.866
H -2.202 -0.827 -1.939
C -0.475 0.128 -1.071
H 1.698 -1.588 -0.259
C -1.737 -0.355 -1.072

Forces on atoms 1 to 2 (eV/Å):
H 0.46 -1.25 0.28
Ga -0.43 -0.29 0.28

***

[3]
The following is a quantum chemistry calculation of 3 unconnected molecules or ions with the total composition C2H5ClFN in a non-equilibrium geometry, from the Open Molecules 2025 dataset.

## Properties
Strongest force on any atom in eV/Å: 6.75
E_tot in eV: -18877.8682
Charge: 0

CARTESIAN COORDINATES (ANGSTROEM)
H -1.148 -0.779 -0.445
H -1.893 0.885 1.431
C 0.743 -0.008 -0.871
H 1.497 0.704 -0.737
H 0.212 0.349 2.729
Cl -0.208 1.175 -2.049
N -0.502 0.456 1.086
F 1.255 -0.908 -1.598
H 0.321 -1.396 0.425
C -0.278 -0.479 0.028

Forces on atoms 1 to 2 (eV/Å):
H -1.56 -0.74 -1.06
H 5.07 -2.25 -1.36

***

[4]
The following is a quantum chemistry calculation of 2 unconnected molecules or ions with the total composition C2H5ClN2O2 in a non-equilibrium geometry, from the Open Molecules 2025 dataset.

## Properties
SMILES: C=[N+]([O-])O.C=NCl
Strongest force on any atom in eV/Å: 3.96
E_tot in eV: -21746.9427
Charge: 0

CARTESIAN COORDINATES (ANGSTROEM)
Cl 3.122 0.796 -0.344
N 1.695 -0.047 0.021
H 0.740 -1.869 0.076
N -1.333 0.317 0.068
C 1.519 -1.267 -0.246
H -0.860 2.077 0.967
H -2.028 0.323 -1.578
C -1.114 1.016 1.101
O -1.386 0.956 -1.244
H -1.279 0.400 1.946
H 2.297 -1.772 -0.801
O -1.373 -0.931 0.034

Forces on atoms 1 to 2 (eV/Å):
Cl 0.22 -0.56 -0.56
N -1.98 0.29 1.45

***

[5]
The following is a quantum chemistry calculation of 2 unconnected molecules or ions with the total composition C2H5ClN2O3 in a non-equilibrium geometry, from the Open Molecules 2025 dataset.

## Properties
SMILES: N/C(O)=N\Cl.O=CO
Strongest force on any atom in eV/Å: 4.02
E_tot in eV: -23799.2331
Charge: 0

CARTESIAN COORDINATES (ANGSTROEM)
C -1.048 0.492 -0.004
H -2.841 1.254 -0.529
H 0.437 1.741 0.044
H 1.706 -0.303 1.572
H -2.780 -0.426 -0.469
Cl -1.225 -2.103 0.215
O 2.065 0.845 -0.057
O -0.479 1.664 -0.057
N -0.356 -0.573 0.031
O 2.358 -1.488 -0.112
H 2.562 -1.251 -1.035
C 2.027 -0.262 0.456
N -2.425 0.410 -0.055

Forces on atoms 1 to 2 (eV/Å):
C -1.51 -1.93 -0.56
H 0.55 -1.19 0.98

***

[6]
The following is a quantum chemistry calculation of a single C2H5ClO2 molecule in a non-equilibrium geometry, from the Open Molecules 2025 dataset.

## Properties
SMILES: CC(O)(O)Cl
Strongest force on any atom in eV/Å: 6.83
E_tot in eV: -18771.0983
Charge: 0

CARTESIAN COORDINATES (ANGSTROEM)
H -1.867 -0.042 0.029
H -1.215 -0.385 1.480
H -0.987 1.204 0.786
Cl 1.159 -1.951 0.339
O 1.373 0.574 -0.094
C -1.114 0.224 0.645
H 1.335 1.006 0.711
C 0.407 -0.343 -0.241
O 0.133 -0.376 -1.573
H 0.776 0.088 -2.083

Forces on atoms 1 to 2 (eV/Å):
H -2.39 -0.44 -2.32
H 0.13 -0.68 1.90

***

[7]
The following is a quantum chemistry calculation of 2 unconnected molecules or ions with the total composition C2H5ClO3 in a non-equilibrium geometry, from the Open Molecules 2025 dataset.

## Properties
SMILES: COC(=O)O.Cl
Strongest force on any atom in eV/Å: 4.75
E_tot in eV: -20819.6295
Charge: 0

CARTESIAN COORDINATES (ANGSTROEM)
C -0.155 -1.128 -0.638
Cl -1.324 2.788 -0.554
H 1.423 -1.063 1.215
H -1.456 -0.230 -1.433
H -0.310 2.286 -1.388
O -1.191 -1.087 -1.433
O 0.660 -2.025 -0.688
O -0.147 -0.080 0.232
C 0.789 -0.162 1.339
H 1.377 0.716 1.037
H 0.335 -0.016 2.310

Forces on atoms 1 to 2 (eV/Å):
C 2.09 -1.55 1.29
Cl 2.04 -0.98 -1.81

***

[8]
The following is a quantum chemistry calculation of 2 unconnected molecules or ions with the total composition C2H5ClO3 in a non-equilibrium geometry, from the Open Molecules 2025 dataset.

## Properties
Multiplicity: 3
⟨S²⟩: 2.01
Strongest force on any atom in eV/Å: 5.76
E_tot in eV: -20811.6468
Charge: 0

CARTESIAN COORDINATES (ANGSTROEM)
C -0.534 1.771 -0.026
C -0.469 0.326 0.229
O -0.168 -0.007 1.491
Cl -1.694 -0.750 -0.471
H 0.473 -0.719 1.575
H 1.810 -1.730 -0.984
H -0.129 2.292 0.871
O 0.448 0.854 -0.603
O 0.897 -1.744 -0.598
H -1.213 2.355 -0.675
H 0.578 -2.647 -0.810

Forces on atoms 1 to 2 (eV/Å):
C 0.92 1.64 0.17
C 1.66 1.05 2.20

***

Repeat the eighth record exactly.
The following is a quantum chemistry calculation of 2 unconnected molecules or ions with the total composition C2H5ClO3 in a non-equilibrium geometry, from the Open Molecules 2025 dataset.

## Properties
Multiplicity: 3
⟨S²⟩: 2.01
Strongest force on any atom in eV/Å: 5.76
E_tot in eV: -20811.6468
Charge: 0

CARTESIAN COORDINATES (ANGSTROEM)
C -0.534 1.771 -0.026
C -0.469 0.326 0.229
O -0.168 -0.007 1.491
Cl -1.694 -0.750 -0.471
H 0.473 -0.719 1.575
H 1.810 -1.730 -0.984
H -0.129 2.292 0.871
O 0.448 0.854 -0.603
O 0.897 -1.744 -0.598
H -1.213 2.355 -0.675
H 0.578 -2.647 -0.810

Forces on atoms 1 to 2 (eV/Å):
C 0.92 1.64 0.17
C 1.66 1.05 2.20